[1]
90
Properties=species:S:1:pos:R:3:forces:R:3:mulliken_spin:R:1 method="wB97M-V/def2-TZVPD" spin_multiplicity=6 de_lowest_ev=4.165 charge=+2 homo_energy_ha="-0.5276 / -0.5276"
Fe -3.076817 3.241141 0.599224 3.106 -2.026 -0.607 3.702
O -2.152123 -2.721003 -3.862229 1.080 -0.224 0.455 0.000
O 4.664137 -0.823084 -0.363491 -1.233 -0.250 -0.108 0.709
O 4.396908 -1.794647 -2.963281 0.307 0.439 1.002 0.009
O -1.797377 3.936220 2.071406 -0.582 0.264 -0.319 0.024
O -1.816372 1.985594 -0.098008 -1.969 1.880 1.293 0.244
O 1.743145 -4.932307 1.678736 0.154 0.315 -0.667 0.022
O 0.899610 1.430171 -5.826925 0.279 -0.368 0.046 0.000
O -3.448026 -3.636459 0.713904 0.101 0.106 0.336 0.000
O 1.835409 4.968525 2.234881 -0.822 -0.718 0.657 0.000
O 0.259111 -0.536313 5.865734 -0.014 -0.148 -0.050 0.000
C -3.838574 -1.168269 -3.386659 -0.443 0.182 0.355 0.000
C 3.636607 -0.600485 1.773256 0.039 -0.378 -0.426 0.009
C -4.720748 -1.601444 0.232615 0.280 -0.296 -1.107 0.002
C -0.013536 -0.272713 4.519707 -0.838 0.716 -0.920 0.001
C 3.214727 -2.596548 -3.121764 -0.305 -0.569 0.266 0.000
C -0.811059 1.198186 -0.644421 0.082 -1.071 -1.329 -0.027
C -2.344420 -1.465782 -3.225291 -1.633 -0.146 -0.591 0.004
C -1.615140 3.387716 4.452770 0.339 0.277 0.198 -0.006
C 2.011387 -1.702591 -2.961164 -0.376 0.259 -0.209 0.003
C -0.000121 -3.332354 1.669263 -0.470 0.598 -0.469 0.004
C 3.428913 -0.859002 0.286537 1.417 0.434 2.336 0.126
C 0.936353 -4.133881 0.811954 0.248 -0.297 0.622 0.010
C -3.398277 -2.227553 0.635090 -0.079 0.451 0.367 0.000
C 2.087190 4.092061 0.051469 -0.917 -0.380 -0.766 0.000
C 2.365508 3.852571 1.509088 0.635 1.186 -0.054 0.000
C -1.157918 3.070263 3.054108 0.099 -0.643 0.282 -0.010
C 0.144767 3.265334 -4.399315 -0.631 -1.228 -0.176 0.000
C -0.181317 0.157863 0.273791 1.141 -0.033 0.315 0.030
C 0.174034 1.737691 -4.655032 0.020 0.838 -0.137 0.001
C -1.435459 -0.714009 4.156626 0.337 0.384 0.104 0.000
H -1.416436 2.039176 2.808210 -0.285 0.132 -0.279 0.009
H -0.787780 -2.900003 1.047490 -0.034 -0.122 -0.030 0.000
H 0.490973 0.602252 1.019111 -0.706 0.264 0.537 -0.005
H -0.500365 -3.970782 2.394708 0.169 0.059 0.144 0.000
H -4.443524 -2.027400 -3.092637 0.311 -0.225 0.031 0.000
H 0.363358 1.589752 -6.608926 -0.053 0.068 0.051 0.000
H -1.481744 4.435814 4.728443 0.029 0.062 -0.227 0.001
H -1.555487 -1.755731 4.445864 -0.339 0.004 -0.123 0.000
H -0.686489 3.698082 -4.955161 0.142 0.251 -0.047 0.000
H 4.534176 -1.086526 -1.332649 0.102 -0.234 -1.008 -0.014
H 1.065571 -2.238208 -3.059247 0.153 -0.292 0.047 0.000
H 1.089756 3.673408 -4.746524 0.018 0.213 0.272 0.000
H -2.094779 -1.569376 -2.169431 0.179 -0.207 -0.039 -0.002
H 2.776798 -0.067624 -0.124474 -0.164 -0.135 -0.722 0.082
H -2.556869 -1.940706 -0.005241 -0.235 0.249 -0.292 0.000
H -2.195471 -0.073776 4.608260 0.107 -0.243 0.548 0.000
H 1.957471 -0.904514 -3.703209 0.313 -0.015 -0.046 -0.001
H 1.065420 -0.084318 6.131654 0.010 -0.068 0.027 0.000
H 2.217204 3.228956 -0.608419 0.488 -0.038 0.136 0.001
H 0.577665 -0.456044 -0.231644 -0.431 0.088 -0.812 0.001
H 0.363684 -4.758734 0.118205 0.177 0.004 -0.089 0.005
H 2.908550 -1.831770 0.194289 -0.068 -0.125 -0.902 0.022
H -3.223742 -4.001689 -0.147067 -0.132 -0.029 -0.012 0.000
H 4.096571 0.373681 1.929497 -0.178 0.067 0.172 0.004
H -1.754426 -0.650109 -3.651593 0.236 -0.133 -0.066 -0.002
H -3.169660 -1.770701 1.605116 0.246 -0.710 0.284 0.000
H 3.207925 -3.373911 -2.348826 -0.028 0.025 0.052 0.001
H -4.089685 -0.997812 -4.434323 0.103 0.237 0.004 0.000
H -0.975331 2.839280 5.146155 -0.240 -0.188 0.064 0.000
H -4.936303 -1.869860 -0.804493 -0.165 0.075 0.025 0.000
H 3.230100 -3.138588 -4.067739 0.042 0.339 -0.173 0.001
H 1.615605 -3.480718 0.233892 -0.217 0.101 -0.254 0.001
H -5.549520 -1.970919 0.831856 0.120 0.136 0.244 0.000
H -0.840275 -0.596276 0.698514 -0.310 0.422 0.258 -0.008
H 4.296383 -1.364027 2.188167 0.070 0.023 -0.031 0.007
H -1.466361 4.836874 2.199557 -0.033 -0.056 -0.069 0.004
H 0.671523 -0.736559 3.797886 0.266 -0.327 0.334 0.000
H -0.079668 3.118648 2.905627 -0.019 0.465 0.100 0.002
H -4.239439 -0.357188 -2.771373 0.334 0.289 -0.183 0.000
H 2.574832 4.960897 -0.387373 0.267 -0.075 0.171 0.000
H 2.466023 -5.253846 1.125425 -0.043 -0.364 0.362 0.000
H 3.423698 3.770390 1.768726 0.083 -0.209 -0.263 0.000
H -1.618460 -0.563797 3.088664 0.314 -0.408 -0.134 -0.001
H 1.009484 4.277928 -0.018017 0.009 0.160 -0.001 -0.001
H 0.494337 -2.477423 2.135639 0.108 -0.257 0.364 -0.001
H -0.042961 3.412183 -3.334151 0.187 0.377 0.004 0.000
H -0.833700 1.317716 -4.726704 -0.066 0.057 0.215 0.000
H -0.015548 1.768723 -1.139371 -0.014 0.541 0.492 0.017
H -4.631659 -0.512971 0.269417 -0.180 0.028 0.152 -0.001
H 1.874509 2.933369 1.831424 -0.196 0.186 0.298 0.000
H 0.686876 1.267253 -3.812837 0.089 -0.226 -0.153 -0.001
H 0.039975 0.803003 4.296296 0.204 0.111 0.180 0.000
H 2.004790 -1.240495 -1.971377 0.006 0.034 0.008 0.000
H 5.188483 -2.349222 -2.989237 -0.097 -0.055 -0.331 0.000
H -2.179625 -2.648889 -4.820348 -0.087 0.243 0.009 0.000
H -2.661546 3.129278 4.607338 0.046 -0.114 0.055 -0.001
H 2.287827 5.795459 2.047754 0.316 -0.206 -0.217 0.000
H -1.224470 0.658733 -1.507139 -0.258 -0.110 0.122 0.030
H 2.681232 -0.715235 2.283765 -0.015 0.310 0.042 -0.007

[2]
91
Properties=species:S:1:pos:R:3:forces:R:3:lowdin_charge:R:1 method="wB97M-V/def2-TZVPD" smiles=COC[C@H](C)N.COC[C@H](C)N.COC[C@H](C)N.COC[C@H](C)N.COC[C@H](C)N.O.O de_lowest_ev=1.479 homo_energy_ha=-0.3079
O 0.291836 0.017044 -0.693815 -0.682 0.618 0.273 -0.059
O -2.516389 -1.442189 -0.720922 -0.747 0.333 -0.346 -0.084
O -3.186099 1.952628 2.210825 1.241 -0.366 2.528 -0.226
O 1.400026 -3.902341 2.047549 -1.465 0.988 -0.321 -0.230
O 1.050602 1.551991 4.680487 1.293 -0.255 0.072 -0.177
O 3.637616 -2.046278 -3.707704 0.380 1.234 -0.286 -0.176
O 0.959628 1.742333 -3.003559 -3.284 0.209 -2.397 -0.217
N -3.563454 1.602280 -1.389958 -0.709 0.523 0.290 0.044
N -2.561821 2.213080 -4.299415 0.277 0.506 0.082 0.022
N -0.991177 -3.180045 0.835047 1.335 0.424 0.543 0.066
N 2.294242 -1.958534 -0.356578 -0.166 0.844 2.318 0.037
N 0.035751 2.293572 1.190943 -0.773 -0.558 -1.663 0.052
C -2.996921 2.108920 -0.110240 -0.412 0.879 -1.284 -0.365
C -1.316814 1.544224 -3.924999 0.823 0.040 -0.068 -0.407
C 0.485374 1.370051 3.372403 0.752 1.102 0.565 -0.167
C -0.957852 0.475107 -4.970333 0.386 0.063 0.436 -0.055
C 1.357971 -2.938596 -2.295996 1.062 -0.371 -0.886 -0.018
C 4.430475 -3.177278 -3.913084 -0.529 -1.175 0.502 -0.121
C -0.090256 2.538753 -3.656944 -1.295 -1.862 0.038 -0.098
C -3.929038 1.697455 1.091077 1.075 0.383 -1.813 -0.210
C 2.673776 -2.561863 -1.572634 -1.151 -0.567 -1.247 -0.446
C -0.443810 -2.418491 1.983465 -1.118 -1.135 2.089 -0.390
C -3.722600 1.363517 3.405751 1.117 0.054 -0.615 -0.075
C 1.923073 2.474794 -2.407548 1.986 0.518 0.712 -0.162
C 2.096822 -4.926979 2.609752 1.338 -0.757 1.297 -0.145
C 0.791376 2.498771 2.338386 0.621 1.397 1.921 -0.446
C 0.344085 3.897689 2.851484 0.966 -0.660 0.559 -0.044
C 0.362091 -3.384375 2.908710 0.808 1.564 -1.674 -0.147
C 3.491056 -1.581075 -2.373505 0.231 -0.750 -0.553 -0.183
C -2.733790 3.656069 -0.203724 -0.251 -0.739 0.847 -0.045
C -1.564645 -1.801769 2.804006 -0.611 0.855 0.105 -0.064
C 2.411116 1.105610 4.745214 0.214 -0.609 -0.298 -0.115
H 4.563535 -3.374995 -4.976715 0.099 0.501 0.022 0.093
H 1.586585 -3.594298 -3.136164 0.058 -0.418 0.117 0.070
H -2.217664 3.987460 -1.104778 -0.075 -0.442 -0.208 0.063
H -1.711771 -0.305212 -5.074351 -0.151 -0.011 0.462 0.078
H 5.381265 -3.213792 -3.381347 0.312 0.611 -0.060 0.090
H -2.857986 1.139054 4.030379 -0.070 0.445 0.364 0.072
H 3.030444 -0.594043 -2.414943 -0.309 -0.105 -0.162 0.120
H -4.265572 2.273734 -1.666156 -1.081 0.002 0.381 0.064
H -3.211918 1.457800 -4.463776 -0.413 -0.055 0.069 0.078
H -2.261566 -0.535270 -0.551199 0.028 0.303 -0.234 -0.027
H 1.482776 -5.765921 2.937192 -0.259 -0.300 -0.396 0.091
H 1.543296 3.289582 -1.791115 -0.106 -0.213 0.563 0.096
H -2.992473 1.818489 -2.194526 1.002 -0.197 0.339 0.003
H 2.902457 -5.240906 1.946042 -0.220 -0.150 -0.117 0.096
H 0.636409 0.555991 -1.405881 -0.156 0.286 -0.590 0.001
H -0.894597 0.894592 -5.974388 0.383 0.307 -0.006 0.075
H -3.702012 4.154377 -0.155286 -0.084 0.181 -0.076 0.072
H 1.853152 2.564479 2.100843 0.198 -0.229 0.087 0.136
H 0.170140 2.960535 -4.627716 0.765 -0.135 -0.116 0.120
H 3.049005 -1.484864 0.118902 0.453 0.385 -0.209 0.101
H 4.446023 -1.447112 -1.865375 0.498 -0.006 -0.108 0.126
H -4.134753 0.373049 3.212876 -0.530 0.095 -0.240 0.085
H 0.920835 -2.095296 -2.830658 -0.316 0.304 0.685 0.083
H 0.914467 -0.705922 -0.617119 0.632 -0.855 0.191 -0.021
H -0.389073 3.383225 -3.035912 -0.050 -0.153 0.394 0.111
H 2.564074 -4.575168 3.529539 0.376 0.025 0.297 0.088
H 0.800121 -2.754013 3.682573 0.269 -0.213 0.357 0.124
H -1.317392 -1.269306 3.722398 0.923 -0.262 0.154 0.074
H 0.752297 4.703480 2.241434 0.101 -0.194 -0.193 0.072
H -4.824258 2.303937 1.228426 -0.624 -0.196 -0.954 0.129
H -2.035882 1.601022 -0.029300 -0.067 -0.091 0.473 0.094
H 0.823702 0.403050 3.000167 -0.189 -0.190 -0.327 0.106
H -4.418943 2.047282 3.891214 -0.126 -0.184 0.077 0.090
H 2.527712 0.092693 4.359846 -0.415 -0.343 -0.376 0.070
H -0.135516 -3.630955 0.544133 0.201 -0.147 -1.013 0.052
H -1.560440 1.052217 -2.983364 0.510 -0.206 0.087 0.110
H 0.379062 1.544740 0.606564 -0.237 -0.409 -0.027 0.042
H 2.653087 2.936865 -3.072143 0.004 0.075 -0.594 0.089
H 0.162852 -1.564845 1.681215 0.372 -0.430 -0.487 0.120
H 2.472069 1.686459 -1.892560 0.395 0.613 0.834 0.084
H 0.752097 4.006158 3.856402 -0.412 0.343 0.247 0.068
H 2.855268 0.991773 5.734080 -0.863 0.588 0.492 0.082
H -1.974114 -0.974236 2.224673 -0.601 -0.306 -0.296 0.069
H 3.156263 1.673816 4.188444 -0.367 0.631 -0.287 0.081
H -0.211283 -4.190118 3.367105 -0.263 -0.074 -0.186 0.130
H 3.248591 -3.471656 -1.399530 0.249 -0.202 -0.134 0.134
H 3.898278 -4.049162 -3.532693 -0.142 -0.382 0.033 0.073
H -0.019652 0.007303 -4.671951 0.091 -0.123 -0.322 0.070
H -0.740518 3.994739 2.803346 -0.044 -0.172 0.330 0.070
H -4.095368 0.624387 0.996417 -0.551 -0.095 -0.178 0.117
H 2.055511 -2.650972 0.338863 -0.494 -0.339 0.062 0.063
H -1.902614 -1.964564 -0.204567 0.442 -0.603 0.238 -0.052
H -0.863602 2.044498 1.577232 -0.702 -0.138 -0.779 0.044
H -2.122854 4.017279 0.623541 -0.096 -0.091 0.158 0.050
H -0.591752 1.389147 3.538292 -0.112 -0.206 -0.103 0.109
H -2.455935 2.643867 -5.206771 0.059 0.274 -0.212 0.070
H -1.476255 -3.989716 1.194539 -0.720 0.028 0.335 0.095
H -2.333534 -2.501166 3.132274 -0.159 -0.156 -0.484 0.087
H 0.675677 -3.457649 -1.622809 -0.133 0.295 -0.099 0.073